Entry from the Open Molecules 2025 dataset: a structure of composition C22H24ClI2OPSbYb in a non-equilibrium geometry (ωB97M-V/def2-TZVPD).

```
53
Properties=species:S:1:pos:R:3:forces:R:3:mulliken_spin:R:1
I 4.14323 0.84249 -0.45084 -0.090 -0.452 0.589 0.00
I 1.68067 -3.45924 -1.16666 -0.022 1.450 0.416 0.00
Yb 1.60534 -0.60787 -0.51800 -0.249 -0.547 -1.993 1.00
P -0.50907 -0.10760 -2.51939 -1.108 -0.771 -2.132 0.00
C 0.25519 -0.11858 -4.20280 0.363 -0.135 0.420 0.00
C -1.79657 -1.39533 -2.80691 0.459 -0.369 0.511 0.00
H -2.34152 1.37948 -1.92879 0.118 0.112 -0.194 0.00
H -2.19563 1.15362 -3.69963 0.281 0.018 0.288 0.00
H -1.03587 2.21937 -2.82697 -0.367 0.067 -0.043 0.00
C -1.63704 1.30646 -2.76556 0.374 0.602 0.716 0.00
H -2.52519 -1.41146 -1.98733 0.161 -0.046 -0.168 0.00
H -2.31260 -1.17690 -3.75282 0.226 -0.075 0.318 0.00
H -0.52911 -0.18519 -4.97964 0.405 0.064 0.429 0.00
H 0.90776 -1.00527 -4.24560 -0.109 0.360 -0.293 0.00
H -1.28591 -2.36123 -2.85692 -0.305 -0.031 -0.057 0.00
H 0.84418 0.80377 -4.33089 -0.136 -0.430 -0.169 0.00
C 1.76325 1.60578 -1.78020 -0.849 3.430 -1.992 0.00
O 1.72100 2.60626 -2.36299 0.349 -3.374 2.001 0.00
Cl -0.71269 -0.17857 0.55542 1.503 0.585 1.411 0.00
C 0.02639 4.35357 5.61417 -0.019 -0.315 -0.423 0.00
C 0.93678 4.33595 4.54491 0.035 -0.314 0.031 0.00
C 1.11740 3.16557 3.79722 -0.007 0.389 0.074 0.00
C 0.36894 2.02230 4.11553 0.615 0.464 -0.642 0.00
C -0.49994 2.01390 5.20735 -0.572 -0.131 0.166 0.00
C -0.68242 3.19135 5.94852 0.364 -0.149 -0.193 0.00
Sb 0.74717 0.23469 2.99001 -2.512 -0.716 2.883 0.00
C 2.59601 -0.46924 3.82693 1.172 -0.298 -0.800 0.00
C 3.59082 -0.80460 2.91591 0.292 0.194 -0.092 0.00
C 4.88942 -0.99461 3.36027 0.148 -0.301 0.429 0.00
C 5.18399 -0.99785 4.72895 -0.376 0.102 0.020 0.00
C 4.16934 -0.71395 5.65730 -0.154 -0.086 -0.542 0.00
C 2.87222 -0.40190 5.20044 -0.343 0.336 0.353 0.00
C -0.74612 -1.10758 3.74772 -0.003 0.317 -0.032 0.00
C -0.32992 -2.28044 4.36756 0.219 -0.263 0.147 0.00
C -1.25278 -3.15431 4.94554 -0.170 0.020 -0.085 0.00
C -2.62275 -2.88534 4.89320 0.250 0.422 -0.342 0.00
C -3.04865 -1.70068 4.26981 0.323 0.406 -0.133 0.00
C -2.11497 -0.81418 3.70273 -0.578 -0.009 0.118 0.00
H -0.13677 5.27559 6.17266 0.056 -0.282 -0.129 0.00
H 1.51173 5.23147 4.29096 -0.215 -0.373 0.125 0.00
H 1.86180 3.14003 2.99914 -0.289 0.143 0.121 0.00
H -1.00468 1.09560 5.51130 -0.070 0.333 -0.169 0.00
H -1.37689 3.19151 6.79145 0.288 -0.056 -0.255 0.00
H 3.44342 -0.85886 1.83559 -0.104 0.095 0.385 0.00
H 5.65367 -1.13656 2.60637 0.101 -0.189 0.174 0.00
H 6.19342 -1.22153 5.08406 -0.342 0.182 -0.189 0.00
H 4.38515 -0.71920 6.73652 -0.238 0.049 -0.634 0.00
H 2.11959 -0.10134 5.93550 0.180 -0.133 -0.308 0.00
H 0.72715 -2.50064 4.42473 0.070 -0.229 0.004 0.00
H -0.89618 -4.06466 5.41306 -0.002 0.094 -0.001 0.00
H -3.36060 -3.57703 5.31113 0.379 0.256 -0.128 0.00
H -4.11352 -1.44755 4.23325 0.463 -0.105 -0.002 0.00
H -2.47132 0.12073 3.26392 0.033 -0.311 0.011 0.00
```
Positions in Å, forces in eV/Å.

- Kohn-Sham gap (alpha / beta) (eV) = 3.8 / 3.8
- electronic energy (eV) = -101315.3314
- HOMO level (alpha / beta) (eV) = -14.2 / -14.2
- charge = +2
- multiplicity = 2

---

Entry from the Open Molecules 2025 dataset: an isolated molecule of C22H24ClN3O3 (ωB97M-V/def2-TZVPD).

```
53
Properties=species:S:1:pos:R:3:forces:R:3:nbo_charge:R:1
C -5.80035 -3.58497 -0.83777 0.175 -0.140 -0.102 -0.25
O -6.74612 -2.73239 -0.24435 -0.151 0.353 0.169 -0.49
C -6.34780 -1.49218 0.16435 -0.055 0.055 0.100 0.33
C -7.33903 -0.70205 0.74917 -0.050 -0.079 -0.038 -0.29
C -7.02365 0.56702 1.18181 -0.112 -0.231 -0.075 -0.18
C -5.73871 1.06780 1.05632 0.352 0.148 0.009 -0.26
C -4.73848 0.29111 0.47547 -0.469 0.017 0.061 0.19
N -3.44448 0.76383 0.26155 0.214 0.158 -0.140 -0.45
C -2.32036 -0.03750 0.69810 0.272 -0.223 -0.129 -0.20
C -1.09455 0.30328 -0.14526 -0.104 -0.131 0.209 -0.24
N -0.79719 1.71029 0.03567 0.067 0.029 0.061 -0.43
C 0.48436 2.14434 -0.47306 -0.168 0.201 -0.028 -0.13
C 0.74701 1.96674 -1.97818 -0.113 0.057 0.077 -0.54
C 1.92414 1.02502 -2.08030 -0.236 0.277 -0.254 0.71
O 2.43078 0.60367 -3.08322 0.037 -0.057 -0.117 -0.56
N 2.34943 0.73369 -0.79099 0.331 -0.240 0.078 -0.51
C 3.44995 -0.11847 -0.51416 0.339 -0.261 0.084 0.21
C 3.58496 -1.32393 -1.18792 -0.079 0.095 0.050 -0.21
C 4.66447 -2.14167 -0.90966 -0.030 0.099 0.066 -0.20
C 5.61840 -1.79652 0.03846 0.029 0.085 0.077 -0.03
C 6.78021 -2.68597 0.34191 0.001 0.002 0.004 -0.63
C 5.45302 -0.58216 0.70251 -0.265 -0.082 -0.284 -0.02
Cl 6.60891 -0.09495 1.89067 0.157 0.094 0.186 0.01
C 4.38881 0.26002 0.43552 -0.045 -0.021 -0.086 -0.24
C 1.59736 1.34163 0.20207 -0.218 0.220 0.062 0.71
O 1.79342 1.23250 1.37932 -0.032 0.004 0.110 -0.54
C -1.91651 2.52172 -0.39639 -0.142 0.077 0.195 -0.22
C -3.15542 2.16932 0.42968 0.060 0.170 -0.247 -0.22
C -5.06386 -0.99340 0.02432 0.027 -0.329 -0.032 -0.35
H -5.40030 -3.16164 -1.76535 -0.004 -0.012 0.046 0.17
H -4.97378 -3.80900 -0.15472 -0.027 0.023 -0.033 0.17
H -6.33535 -4.50565 -1.06618 0.085 0.046 -0.004 0.20
H -8.33361 -1.10475 0.84695 -0.132 -0.050 0.014 0.22
H -7.78723 1.17945 1.63827 -0.067 0.041 0.036 0.21
H -5.52238 2.05512 1.43075 0.060 0.093 0.025 0.20
H -2.55176 -1.09721 0.60624 0.005 0.049 0.009 0.21
H -2.08172 0.17831 1.75180 -0.008 -0.079 -0.039 0.19
H -0.24432 -0.28984 0.19761 -0.018 -0.047 0.008 0.21
H -1.30580 0.05048 -1.19930 0.016 -0.026 0.048 0.17
H 0.60232 3.19153 -0.17054 0.068 -0.130 -0.050 0.23
H 0.99515 2.90223 -2.48035 0.035 -0.061 -0.018 0.25
H -0.10608 1.53378 -2.50151 0.033 -0.017 -0.026 0.25
H 2.85931 -1.61428 -1.92999 -0.052 -0.005 -0.060 0.23
H 4.76778 -3.07640 -1.43990 0.027 -0.099 -0.047 0.22
H 7.71555 -2.16141 0.15162 0.095 -0.040 0.018 0.23
H 6.77257 -2.96946 1.39356 0.073 -0.056 0.045 0.23
H 6.74845 -3.58476 -0.26724 0.008 -0.062 -0.034 0.22
H 4.28686 1.19152 0.96766 0.012 0.047 0.050 0.24
H -1.66911 3.57425 -0.24324 0.003 0.015 -0.019 0.20
H -2.15049 2.36667 -1.46389 -0.012 0.045 0.027 0.17
H -3.99660 2.75819 0.06225 0.026 -0.013 0.056 0.22
H -2.96235 2.42354 1.48361 -0.061 0.043 -0.032 0.18
H -4.29990 -1.58279 -0.45646 0.043 -0.054 -0.087 0.22
```
Positions in Å, forces in eV/Å.

- Kohn-Sham gap (eV) = 8.5
- electronic energy (eV) = -46339.5573
- ΔE to the lowest compared entry with this formula, charge and spin (kcal/mol) = 49.8
- HOMO level (eV) = -7.9
- charge = 0
- SMILES = COc1cccc(N2CCN([C@@H]3CC(=O)N(c4ccc(C)c(Cl)c4)C3=O)CC2)c1
- multiplicity = 1